# 1
A 2-piece molecular cluster, C4H11NO overall. Source: the Open Molecules 2025 dataset; level of theory: wB97M-V/def2-TZVPD.

Structure (XYZ):
```
17
C4H11NO wB97M-V/def2-TZVPD
C -0.6792 -0.6921 2.5699
C -1.3282 -0.8865 1.2291
C -2.5175 -0.2369 0.7406
H -0.3514 0.3270 2.6693
H 0.2871 -1.1372 2.6159
H -1.2798 -0.9561 3.4756
H -0.8483 -1.7501 0.6263
H -2.9641 -0.3374 -0.2455
H -2.8498 0.6852 1.2125
N 1.6220 1.7913 -1.2099
C 0.7371 0.3564 -1.4772
O 1.7292 -0.6422 -1.7012
H 0.9309 2.5389 -0.9796
H 2.1340 1.7525 -0.3115
H 0.0509 0.4959 -2.4182
H 0.2869 0.1108 -0.4264
H 2.1428 -0.3765 -2.5136
```

ΔE to the lowest compared entry with this formula, charge and spin, kcal per mole: 79.4
HOMO energy, eV: -9.268
Charge: 0
Gap between HOMO and LUMO, eV: 10.21
Molecular weight, g mol⁻¹: 89.14
SMILES string: C=CC.NCO
Multiplicity: 1
Lowest unoccupied orbital energy, eV: 0.9380


# 2
A 2-piece molecular cluster, C4H11NO overall. Source: the Open Molecules 2025 dataset; level of theory: wB97M-V/def2-TZVPD.

Structure (XYZ):
```
17
C4H11NO wB97M-V/def2-TZVPD
C -1.1844 2.8621 -0.1521
C -0.0635 2.0380 0.4713
N -0.6309 0.8813 1.1512
H -1.8784 2.1840 -0.6579
H -1.8770 3.1480 0.6472
H -0.8936 3.7242 -0.7577
H 0.7024 1.6267 -0.1894
H 0.4396 2.6581 1.2346
H -0.5444 0.0556 0.5899
H -0.6516 0.8049 2.1435
C 0.8342 -2.6022 -1.4822
C 1.4050 -2.8328 -0.2952
O 0.7385 -3.1944 0.8262
H 1.4768 -2.3010 -2.2957
H -0.1814 -3.0254 -1.5532
H 2.4879 -2.7015 -0.2523
H -0.1790 -3.3256 0.5718
```

ΔE to the lowest compared entry with this formula, charge and spin, kcal per mole: 51.0
HOMO energy, eV: -8.669
Charge: 0
Gap between HOMO and LUMO, eV: 9.55
Molecular weight, g mol⁻¹: 89.14
SMILES string: C=CO.CCN
Multiplicity: 1
Lowest unoccupied orbital energy, eV: 0.8833


# 3
A 2-piece molecular cluster, C4H11NO overall. Source: the Open Molecules 2025 dataset; level of theory: wB97M-V/def2-TZVPD.

Structure (XYZ):
```
17
C4H11NO wB97M-V/def2-TZVPD
C 1.3481 2.1218 -0.8483
C 0.2469 1.1071 -0.7241
C 0.6467 -0.0789 -0.2203
N -0.1738 -1.1767 0.0462
C -1.5570 -1.2824 -0.5283
H 2.0716 2.1920 -0.0356
H 0.9453 3.1404 -0.8978
H 1.9356 1.9914 -1.7644
H -0.7634 1.4150 -0.9610
H 1.6919 -0.3005 -0.1138
H 0.3413 -2.0433 0.0730
H -1.4805 -1.0274 -1.5787
H -2.1240 -0.5459 0.0196
H -1.9273 -2.2980 -0.4946
H -0.2613 -1.3896 3.4101
H -0.2209 -0.9260 1.8851
O -0.7192 -0.8990 2.7328
```

ΔE to the lowest compared entry with this formula, charge and spin, kcal per mole: 36.9
HOMO energy, eV: -8.020
Charge: 0
Gap between HOMO and LUMO, eV: 8.91
Molecular weight, g mol⁻¹: 89.14
SMILES string: C/C=C/NC.O
Multiplicity: 1
Lowest unoccupied orbital energy, eV: 0.8917


# 4
A 2-piece molecular cluster, C4H11NO overall. Source: the Open Molecules 2025 dataset; level of theory: wB97M-V/def2-TZVPD.

Structure (XYZ):
```
17
C4H11NO wB97M-V/def2-TZVPD
C 0.8234 2.2229 -0.9997
C -0.1718 2.0739 0.2353
C 0.2758 1.6973 1.5459
H 0.4318 3.0697 -1.6042
H 1.8588 2.1430 -0.7214
H 0.5638 1.3913 -1.8754
H -1.2197 2.1480 0.1292
H -0.4248 1.4213 2.2925
H 1.3665 1.6876 1.7770
N 0.3827 -2.7290 -0.6225
C -0.8553 -1.9595 -0.0387
O -0.8199 -1.8222 1.3504
H 0.3912 -2.2831 -1.5908
H 0.0630 -3.6544 -0.6326
H -0.9010 -0.9579 -0.4125
H -1.8706 -2.3940 -0.3388
H 0.1062 -2.0550 1.5062
```

ΔE to the lowest compared entry with this formula, charge and spin, kcal per mole: 73.0
HOMO energy, eV: -9.082
Charge: 0
Gap between HOMO and LUMO, eV: 9.97
Molecular weight, g mol⁻¹: 89.14
SMILES string: C=CC.NCO
Multiplicity: 1
Lowest unoccupied orbital energy, eV: 0.8913


# 5
A 2-piece molecular cluster, C4H11NO overall. Source: the Open Molecules 2025 dataset; level of theory: wB97M-V/def2-TZVPD.

Structure (XYZ):
```
17
C4H11NO wB97M-V/def2-TZVPD
C 2.2574 0.5512 1.6843
C 1.9357 -0.2038 0.3110
C 0.6069 0.3871 -0.2202
C 0.0537 -0.0426 -1.3410
N -1.3207 0.2045 -1.6777
H 1.3713 1.0406 2.0424
H 2.6360 -0.0574 2.5329
H 3.1075 1.2130 1.5712
H 2.0000 -1.2916 0.4806
H 2.7140 -0.0721 -0.4510
H 0.1272 1.0409 0.5794
H 0.6327 -0.6154 -2.0847
H -1.8168 -0.5146 -1.1579
H -1.4558 0.1114 -2.6769
H -2.6564 -0.0351 0.2248
H -3.6147 -0.3142 1.3409
O -2.8752 -0.7413 0.8790
```

ΔE to the lowest compared entry with this formula, charge and spin, kcal per mole: 45.8
HOMO energy, eV: -8.768
Charge: 0
Gap between HOMO and LUMO, eV: 9.79
Molecular weight, g mol⁻¹: 89.14
SMILES string: CC/C=C/N.O
Multiplicity: 1
Lowest unoccupied orbital energy, eV: 1.0179


# 6
A 2-piece molecular cluster, C4H11NO overall. Source: the Open Molecules 2025 dataset; level of theory: wB97M-V/def2-TZVPD.

Structure (XYZ):
```
17
C4H11NO wB97M-V/def2-TZVPD
C -0.4441 0.5383 1.9848
N -0.2625 1.4626 0.8494
C 0.4755 0.7196 -0.1785
C 0.5599 -0.7469 0.2585
C -0.5186 -0.8402 1.3426
H -1.3502 0.8203 2.5366
H 0.4143 0.6485 2.6566
H -1.2025 1.6244 0.4818
H 1.4834 1.1094 -0.3612
H -0.0437 0.7581 -1.1411
H 0.4044 -1.4512 -0.5399
H 1.5205 -0.9925 0.7150
H -0.5015 -1.6625 2.0574
H -1.5034 -0.8914 0.8578
H -0.5351 -1.4829 -3.3994
H -0.0849 -0.0476 -3.4023
O 0.2816 -0.9416 -3.4011
```

ΔE to the lowest compared entry with this formula, charge and spin, kcal per mole: 22.3
HOMO energy, eV: -8.945
Charge: 0
Gap between HOMO and LUMO, eV: 9.64
Molecular weight, g mol⁻¹: 89.14
SMILES string: C1CCNC1.O
Multiplicity: 1
Lowest unoccupied orbital energy, eV: 0.6900


# 7
The molecule C4H11NO. Source: the Open Molecules 2025 dataset; level of theory: wB97M-V/def2-TZVPD.

Structure (XYZ):
```
17
C4H11NO wB97M-V/def2-TZVPD
C 0.7515 1.4285 1.6747
C -0.3137 1.1008 -0.5196
N 0.8851 1.4828 0.1922
H 1.4292 2.1675 2.0893
H 0.9274 0.4073 2.0108
H -0.2960 1.5928 1.8989
H -0.9409 1.9944 -0.4554
H -0.1098 0.9606 -1.5769
H 1.6623 0.8848 -0.0586
C -1.1650 -1.1513 -0.7556
O -1.0491 0.0521 0.0700
C 0.1405 -1.9384 -0.6980
H -1.4520 -0.7728 -1.7327
H -1.9009 -1.6668 -0.1628
H 1.0065 -1.3693 -0.3687
H 0.3671 -2.4405 -1.6459
H 0.0580 -2.7323 0.0381
```

ΔE to the lowest compared entry with this formula, charge and spin, kcal per mole: 41.0
HOMO energy, eV: -8.975
Charge: 0
Gap between HOMO and LUMO, eV: 10.05
Molecular weight, g mol⁻¹: 89.14
SMILES string: CCOCNC
Multiplicity: 1
Lowest unoccupied orbital energy, eV: 1.0796


# 8
A 2-piece molecular cluster, C4H11NO overall. Source: the Open Molecules 2025 dataset; level of theory: wB97M-V/def2-TZVPD.

Structure (XYZ):
```
17
C4H11NO wB97M-V/def2-TZVPD
C 1.3131 -1.1461 -0.5997
C 0.3020 -0.3243 0.3243
C -1.0048 -0.2035 -0.0764
N -1.6752 -1.3023 -0.7123
C 0.8276 0.2889 1.6016
H 1.8385 -1.9149 -0.0373
H 2.0723 -0.4688 -0.9199
H 0.7675 -1.7785 -1.3994
H -1.6528 0.5539 -0.3758
H -2.5744 -1.0450 -1.0444
H -1.4823 -2.1835 -0.2179
H 1.7603 -0.2861 1.8799
H 0.0789 0.2127 2.4261
H 1.1467 1.3955 1.5206
H -0.7246 2.4473 -0.0516
H -0.1810 2.7059 -1.4836
O -0.8118 3.0487 -0.8343
```

ΔE to the lowest compared entry with this formula, charge and spin, kcal per mole: 69.5
HOMO energy, eV: -7.422
Charge: 0
Gap between HOMO and LUMO, eV: 8.27
Molecular weight, g mol⁻¹: 89.14
SMILES string: CC(C)=CN.O
Multiplicity: 1
Lowest unoccupied orbital energy, eV: 0.8465


# 9
A 3-piece molecular cluster, C4H11NO overall. Source: the Open Molecules 2025 dataset; level of theory: wB97M-V/def2-TZVPD.

Structure (XYZ):
```
17
C4H11NO wB97M-V/def2-TZVPD
C 2.6355 -0.9588 0.7136
C 1.1806 -0.8580 0.3383
C 0.6331 0.3055 -0.1983
C 1.4394 1.3016 -0.7853
N -0.7117 0.4597 -0.2257
H 2.9297 -1.9980 0.8260
H 2.8184 -0.3662 1.6066
H 3.1446 -0.4917 -0.1315
H 0.3848 -1.4090 0.8407
H -4.4809 0.9348 0.1075
H 2.4129 1.0690 -1.1898
H 0.9579 2.2146 -1.1109
H -1.3624 -0.3255 -0.0353
H -1.1351 1.2680 -0.6398
H -3.3560 -1.6655 -0.5338
H -4.4193 1.2631 0.7802
O -3.0716 -0.7436 -0.3626
```

ΔE to the lowest compared entry with this formula, charge and spin, kcal per mole: 169.9
HOMO energy, eV: -6.794
Charge: 0
Gap between HOMO and LUMO, eV: 3.31
Molecular weight, g mol⁻¹: 89.14
Multiplicity: 1
Lowest unoccupied orbital energy, eV: -3.4859


# 10
A 2-piece molecular cluster, C4H11NO overall. Source: the Open Molecules 2025 dataset; level of theory: wB97M-V/def2-TZVPD.

Structure (XYZ):
```
17
C4H11NO wB97M-V/def2-TZVPD
C 0.0958 -1.9120 -0.6842
N 0.4241 -0.8750 -1.7061
C 1.5789 -0.1538 -1.2763
H -0.7988 -2.5019 -1.0257
H -0.2486 -1.5511 0.4578
H 1.0336 -2.5276 -0.5995
H -0.4280 -0.3884 -1.8022
H 1.3304 0.7259 -0.7206
H 2.3009 -0.9094 -0.7856
H 2.0659 0.0222 -2.2556
O 0.6895 1.4317 1.8614
C -0.4990 1.1999 2.0678
C -1.5951 1.6623 1.0972
H -0.8722 0.5136 2.8898
H -2.5407 1.1365 1.1840
H -1.5112 2.7210 1.0951
H -1.0254 1.4061 0.2027
```

ΔE to the lowest compared entry with this formula, charge and spin, kcal per mole: 63.7
HOMO energy, eV: -8.763
Charge: 0
Gap between HOMO and LUMO, eV: 9.69
Molecular weight, g mol⁻¹: 89.14
SMILES string: CC=O.CNC
Multiplicity: 1
Lowest unoccupied orbital energy, eV: 0.9249


# 11
A 2-piece molecular cluster, C4H11NO overall. Source: the Open Molecules 2025 dataset; level of theory: wB97M-V/def2-TZVPD.

Structure (XYZ):
```
17
C4H11NO wB97M-V/def2-TZVPD
C -0.7593 -2.1333 0.2395
N -0.5343 -0.8601 -0.4797
C -1.6993 -0.0417 -0.7378
H 0.1071 -2.7958 0.1221
H -0.7308 -1.9515 1.3175
H -1.6064 -2.6324 -0.2552
H 0.0252 -1.1376 -1.2779
H -2.5111 -0.5135 -0.1849
H -2.0506 0.1487 -1.7552
H -1.6148 0.9710 -0.3166
C 2.3915 1.8136 1.1244
C 1.3632 1.7631 0.2719
O 1.1680 1.2212 -0.9612
H 2.1220 2.3456 2.0358
H 3.1980 1.1005 1.2084
H 0.4665 2.3352 0.5414
H 0.6650 0.3670 -0.8925
```

ΔE to the lowest compared entry with this formula, charge and spin, kcal per mole: 65.1
HOMO energy, eV: -9.074
Charge: 0
Gap between HOMO and LUMO, eV: 9.93
Molecular weight, g mol⁻¹: 89.14
SMILES string: C=CO.CNC
Multiplicity: 1
Lowest unoccupied orbital energy, eV: 0.8567


# 12
A 2-piece molecular cluster, C4H11NO overall. Source: the Open Molecules 2025 dataset; level of theory: wB97M-V/def2-TZVPD.

Structure (XYZ):
```
17
C4H11NO wB97M-V/def2-TZVPD
C -2.1781 1.2846 -0.7940
C -1.9818 0.9189 0.6980
H -3.1451 1.5342 -1.1948
H -1.7171 2.3440 -0.8760
H -1.5733 0.6485 -1.4850
H -2.1354 -0.1158 0.8206
H -2.6110 1.6456 1.3777
H -0.9136 1.0680 0.9228
C 0.2250 -1.0603 -0.9740
C 1.2864 -0.7539 0.1450
O 1.8917 -1.5929 0.6670
N 1.3889 0.7076 0.4917
H 0.3780 -0.4915 -1.8073
H -0.7096 -1.1904 -0.7735
H 1.8894 0.8883 1.2551
H 1.1660 1.1973 -0.2348
H 0.4060 -2.0741 -1.2321
```

ΔE to the lowest compared entry with this formula, charge and spin, kcal per mole: 53.4
HOMO energy, eV: -10.103
Charge: 0
Gap between HOMO and LUMO, eV: 11.00
Molecular weight, g mol⁻¹: 89.14
SMILES string: CC(N)=O.CC
Multiplicity: 1
Lowest unoccupied orbital energy, eV: 0.8975


The highest gap between HOMO and LUMO belongs to which entry?
number 12


Which value of lowest unoccupied orbital energy does entry 5 give?
1.0179 eV